No. 1
Molecular formula: C2HLiNaO3
Method: DFT, ωB97M-V/def2-TZVPD

```
8
C2HLiNaO3 (ωB97M-V/def2-TZVPD)
O -1.431 -1.548 0.048
C -0.238 -1.562 0.188
H 0.264 -2.307 0.833
O 0.112 1.504 -0.511
C -0.019 0.368 -0.988
O 0.688 -0.525 -0.061
Li -1.348 2.767 -0.392
Na 1.972 1.302 0.884
```

Computed properties:
Total energy: -12851.8071 eV
2S+1: 2
Net charge: 0
HOMO energy (alpha / beta): -3.88 / -8.39 eV
Kohn-Sham gap (alpha / beta): 3.05 / 8.46 eV
Relative energy (zero: lowest compared OMol25 entry of this formula, charge and spin): 2.992 eV

***

No. 2
Molecular formula: C15H25O7PS
Method: DFT, ωB97M-V/def2-TZVPD

```
49
C15H25O7PS (ωB97M-V/def2-TZVPD)
C -2.222 -1.003 0.722
C -2.343 -1.088 -0.698
C -2.279 -1.139 -2.367
C -0.682 -0.845 -2.770
C -0.520 0.788 -2.767
C 0.889 1.345 -2.143
O 0.897 1.910 -0.759
S 2.540 2.478 -0.709
O 3.245 2.515 0.681
O 2.638 3.922 -1.340
O 3.311 1.558 -1.967
C 2.295 0.551 -2.422
C 2.730 0.201 -3.986
C 2.372 1.429 -5.046
C 1.664 1.177 -6.333
P 2.778 -0.962 -1.356
C 1.800 -0.986 0.323
O 2.325 -2.472 -2.174
H -2.207 -0.657 1.840
H -2.662 -2.179 -2.743
H -2.972 -0.234 -2.715
H -0.051 -1.405 -1.956
H -0.483 -1.312 -3.848
H -0.618 1.130 -3.907
H -1.450 1.231 -2.172
H 1.043 2.348 -2.773
H 2.096 -0.733 -4.376
H 3.874 -0.102 -4.089
H 2.666 2.533 -4.706
H 1.902 0.185 -6.910
H 0.861 1.982 -6.663
H 2.031 -1.992 0.917
H 0.651 -0.782 0.187
H 2.291 -0.117 0.974
H 3.036 -3.137 -1.875
C -2.741 -1.600 6.914
C -1.772 -1.619 5.748
O -2.378 -1.060 4.567
C -2.417 0.257 4.275
C -2.067 1.249 5.345
O -2.807 0.639 3.173
H -3.030 -0.581 7.182
H -2.297 -2.077 7.792
H -3.664 -2.131 6.653
H -0.825 -1.121 5.978
H -1.523 -2.658 5.506
H -2.980 1.568 5.852
H -1.595 2.117 4.872
H -1.351 0.876 6.075
```

Computed properties:
Total energy: -50403.5516 eV
Net charge: 0
HOMO energy: -8.55 eV
SMILES: C#CCCC[C@H]1OS(=O)(=O)O[C@@]1(CC=C)P(C)O.CCOC(C)=O
Kohn-Sham gap: 8.34 eV

***

No. 3
Molecular formula: C9H14Cl2NO
Method: DFT, ωB97M-V/def2-TZVPD

```
27
C9H14Cl2NO (ωB97M-V/def2-TZVPD)
C 1.585 -0.549 -2.827
C 0.339 -0.006 -2.005
N 0.764 0.369 -0.630
C 1.035 1.831 -0.588
C 2.029 2.239 0.459
C -0.264 -0.099 0.393
Cl 0.368 -1.244 1.526
C -1.560 0.303 0.379
Cl -2.109 1.393 -0.899
C -2.368 -0.235 1.439
C -2.468 -1.318 2.181
C -2.314 -2.432 3.032
O -3.695 -0.747 1.746
H 2.350 -1.004 -2.067
H 1.448 -1.416 -3.609
H 1.907 0.156 -3.592
H -0.270 -0.927 -1.885
H -0.007 0.825 -2.688
H 1.589 -0.190 -0.519
H 1.560 2.141 -1.473
H 0.057 2.293 -0.384
H 2.962 1.498 0.483
H 2.370 3.177 0.135
H 1.543 2.221 1.366
H -2.976 -2.313 3.956
H -1.349 -2.617 3.446
H -2.529 -3.350 2.624
```

Computed properties:
Total energy: -38129.4869 eV
Net charge: +1
HOMO energy (alpha / beta): -11.31 / -11.31 eV
SMILES: CC[NH+](CC)/C(Cl)=C(\Cl)C1=C(C)O1
Kohn-Sham gap (alpha / beta): 7.60 / 7.60 eV

***

No. 4
Molecular formula: C36H44BrF4MgN6O3S
Method: DFT, ωB97M-V/def2-TZVPD

```
96
C36H44BrF4MgN6O3S (ωB97M-V/def2-TZVPD)
Mg -0.679 -0.315 0.848
C 2.252 -3.023 -0.774
C 1.343 -3.340 0.422
N -0.096 -2.842 0.176
C -0.604 -3.420 -1.113
C -0.467 -2.586 -2.389
C -0.889 -3.304 1.308
C -0.397 -2.724 2.655
N 0.081 -1.414 2.415
C 0.764 -0.783 3.361
C 1.083 0.562 3.016
F 0.603 1.038 1.761
C 1.818 1.397 3.805
F 2.218 2.627 3.332
C 2.382 0.921 5.009
C 1.999 -0.378 5.413
F 2.553 -0.851 6.531
C 1.216 -1.211 4.638
F 0.886 -2.434 5.119
H 3.286 -2.941 -0.411
H 1.980 -2.012 -1.114
H 2.098 -3.768 -1.579
H 1.725 -2.988 1.378
H 1.265 -4.429 0.625
H -1.694 -3.676 -0.991
H -0.064 -4.382 -1.220
H -1.418 -2.140 -2.683
H -0.244 -3.324 -3.177
H 0.290 -1.811 -2.459
H -0.846 -4.456 1.410
H -1.956 -3.071 1.168
H 0.349 -3.356 3.178
H -1.244 -2.698 3.314
H 2.998 1.567 5.593
C 1.896 2.794 -6.520
C 1.036 1.518 -6.194
C -0.339 1.677 -6.845
C 1.814 0.275 -6.703
C 0.896 1.541 -4.671
C -0.336 1.698 -4.026
C -0.441 1.476 -2.683
Br -2.076 1.954 -1.805
C 0.633 0.877 -1.921
O 0.394 0.195 -0.839
C 1.998 1.059 -2.457
C 2.036 1.264 -3.833
C 3.297 1.006 -1.669
C 3.166 0.748 -0.188
C 4.088 2.317 -1.778
C 4.164 -0.090 -2.277
H 2.062 2.876 -7.586
H 2.815 2.844 -5.952
H 1.289 3.682 -6.264
H -0.296 1.852 -7.899
H -0.840 2.531 -6.360
H -0.966 0.838 -6.673
H 1.787 0.208 -7.802
H 1.373 -0.660 -6.272
H 2.873 0.280 -6.454
H -1.234 2.018 -4.604
H 2.989 1.204 -4.369
H 2.648 1.595 0.352
H 4.136 0.598 0.237
H 2.503 -0.098 0.048
H 3.446 3.168 -1.449
H 4.305 2.523 -2.844
H 4.995 2.313 -1.179
H 3.591 -1.067 -2.378
H 5.067 -0.179 -1.675
H 4.512 0.180 -3.319
N -3.439 1.611 8.217
C -3.178 1.601 6.827
C -4.065 1.019 5.908
C -3.713 0.959 4.587
C -2.604 1.664 4.105
C -1.810 2.357 5.025
C -2.093 2.379 6.345
S -2.588 2.023 2.369
O -1.337 2.733 2.134
O -3.882 2.597 2.051
N -2.390 0.550 1.614
C -3.424 -0.103 0.966
N -3.018 -1.059 0.080
C -3.961 -1.728 -0.622
C -5.310 -1.543 -0.471
C -5.623 -0.614 0.507
N -4.724 0.035 1.188
H -4.327 1.134 8.374
H -2.647 1.322 8.796
H -4.997 0.525 6.192
H -4.259 0.312 3.885
H -0.888 2.863 4.682
H -1.394 2.892 7.058
H -3.558 -2.390 -1.396
H -6.004 -2.224 -0.916
H -6.638 -0.362 0.782
```

Computed properties:
Total energy: -150324.9729 eV
Net charge: -1
HOMO energy: -4.37 eV
Kohn-Sham gap: 6.87 eV
Relative energy (zero: lowest compared OMol25 entry of this formula, charge and spin): 0.229 eV